330
Properties=species:S:1:pos:R:3:forces:R:3:mulliken_charge:R:1 method="wB97M-V/def2-TZVPD" lumo_ev=0.374 molar_mass_g_mol=1890.52 homo_lumo_gap_ev=8.950 e_above_lowest_ev=0.000 charge=0 e_tot_ev=-176880.5871
C -0.258792 -0.708187 -7.656695 0.464 -0.519 0.501 -0.77
C 0.013069 -1.169754 -6.214233 -0.625 -0.009 -0.485 1.33
O -0.869033 -0.435727 -5.326739 0.387 -0.813 -0.471 -0.37
O -1.613712 -0.954748 -8.085148 1.806 -0.061 -0.317 -0.57
H 0.445713 -1.229944 -8.316272 -0.427 -0.198 -0.012 0.49
H 0.057448 0.328133 -7.707215 -0.557 0.611 -0.207 0.32
H 1.036097 -0.944922 -5.912467 0.267 -0.060 -0.251 -0.39
H -0.133814 -2.270897 -6.164396 -0.126 0.641 0.265 -0.62
H -0.980561 -1.016945 -4.551865 -0.463 0.117 0.133 -0.13
H -2.137297 -0.721263 -7.335256 -0.814 0.283 0.863 0.29
C 1.711125 -1.874732 6.829348 -0.116 1.098 0.044 -0.37
C 1.084834 -1.889722 5.454011 1.057 1.475 0.803 0.02
O 1.862424 -2.632208 4.579645 0.646 -1.228 -0.987 1.37
O 1.770733 -3.169690 7.353424 0.227 -0.494 0.608 -0.53
H 1.149521 -1.158089 7.483645 0.342 -0.553 -0.291 0.26
H 2.734729 -1.532881 6.729636 0.202 0.320 0.082 0.21
H 1.121886 -0.853294 5.077764 -0.585 -0.384 0.103 -0.41
H 0.124309 -2.333137 5.566965 -1.290 -0.002 -0.277 0.46
H 1.751272 -3.584030 4.768474 0.063 0.200 -0.252 -0.76
H 1.053564 -3.647854 6.945075 -0.514 -0.531 -0.069 0.24
C 2.520272 3.772576 0.415341 -0.405 -0.231 0.846 1.51
C 3.875456 4.000520 1.047483 0.370 -1.008 -0.983 -1.53
O 4.537026 2.668681 1.165193 -0.840 1.853 -0.167 -0.26
O 2.753688 3.286649 -0.848694 -0.241 -0.524 -2.147 -0.64
H 2.008856 4.725697 0.412498 -0.250 0.792 -0.168 -0.64
H 1.802292 3.073876 0.860221 0.616 0.021 0.976 -0.23
H 3.788185 4.469427 2.013544 0.063 0.101 0.473 0.26
H 4.407083 4.711486 0.319824 -0.311 -1.167 1.030 0.55
H 5.472884 2.828632 1.066147 0.463 -0.057 0.005 0.20
H 1.949861 2.794713 -1.150248 0.587 0.430 0.192 0.03
C 2.199954 3.543783 -4.815028 1.524 0.823 -1.102 1.27
C 3.460321 3.062669 -5.588688 0.021 1.311 2.267 -1.21
O 3.496048 1.672912 -5.740644 -0.264 -0.418 -0.319 -0.37
O 1.100697 3.228176 -5.597496 1.648 0.357 -2.255 -0.02
H 2.283102 4.637274 -4.684223 0.026 -0.179 0.007 0.00
H 2.163850 3.110394 -3.841399 -0.103 -0.597 0.839 -0.65
H 4.309892 3.367222 -4.898232 -0.590 -0.399 -1.207 0.38
H 3.494210 3.606879 -6.534006 0.228 -0.073 -0.108 0.43
H 2.661116 1.423768 -6.164858 0.146 0.026 0.084 0.30
H 0.357461 3.000136 -5.113980 -2.720 -0.710 1.646 0.04
C -2.375084 2.547142 -6.150129 0.032 0.587 2.665 -0.27
C -1.878337 3.620198 -7.039182 1.697 1.401 1.061 -0.46
O -0.790730 3.178457 -7.824908 0.786 0.121 0.001 -0.65
O -1.427858 2.304511 -5.050008 -0.318 -0.575 -0.771 0.23
H -2.520429 1.653370 -6.726487 -0.238 -0.562 -0.178 0.10
H -3.325578 2.910858 -5.656336 0.743 -0.622 -0.596 0.17
H -1.495243 4.535321 -6.434464 -1.164 -1.277 -0.756 0.05
H -2.721585 3.866284 -7.652288 -0.266 0.591 -0.775 0.51
H 0.036341 3.370168 -7.322640 -0.807 -0.289 -0.392 0.42
H -1.090478 1.378707 -5.118288 -0.476 0.469 -0.136 0.10
C -0.774222 -5.554672 4.984603 2.976 0.241 -0.615 -0.02
C 0.468664 -6.389887 4.544637 0.114 0.358 0.973 0.48
O 1.578215 -5.533811 4.320500 0.122 0.383 0.008 0.02
O -0.580992 -4.718393 6.115970 -0.087 -0.153 -0.399 -0.62
H -1.504588 -6.298990 5.064408 -1.766 -0.757 0.548 0.80
H -0.986986 -4.862208 4.212100 -0.440 0.436 -0.962 -0.80
H 0.170606 -6.954612 3.664445 0.040 0.113 -0.429 0.12
H 0.677597 -7.149718 5.316522 0.166 0.367 -0.129 -0.59
H 2.486549 -5.913717 4.249582 -1.012 -0.379 -0.192 0.05
H -0.497709 -5.281865 6.870355 0.066 -0.492 0.975 0.32
C -0.403110 0.539161 2.220363 -0.050 -0.010 -0.056 1.37
C -0.599823 -0.993195 2.146925 -0.145 1.267 1.490 -0.62
O -1.089113 -1.399850 0.927182 0.108 -1.092 -2.012 2.66
O 0.730293 0.982359 1.512625 0.205 -0.509 -1.490 1.77
H -0.214550 0.902333 3.251821 -0.472 -0.524 -0.341 -0.12
H -1.316639 1.065731 1.803903 0.546 -0.723 0.588 -1.14
H -1.383432 -1.186453 2.864297 -0.268 -0.285 0.808 0.41
H 0.289045 -1.565887 2.425869 0.172 0.330 0.127 -0.73
H -0.457763 -2.080959 0.573207 -0.288 0.768 0.156 -1.21
H 0.695400 0.541619 0.619369 0.270 0.409 0.831 -1.65
C 3.841893 -0.210030 2.788253 1.345 0.093 -0.896 0.38
C 4.194848 0.543325 4.055779 -1.445 -0.545 1.489 -0.60
O 2.948001 0.775991 4.925464 2.253 -0.233 -1.593 -0.50
O 3.896671 -1.677469 2.761856 0.385 1.808 0.230 0.32
H 4.570733 0.231719 2.068910 -0.150 -1.082 0.074 0.02
H 2.930009 0.162646 2.376419 -1.120 0.028 0.001 -0.14
H 4.669989 1.521080 3.743998 -0.621 -0.954 0.678 0.08
H 4.873660 -0.102888 4.668977 -0.374 0.842 -0.365 0.28
H 2.619328 1.608137 4.541267 -0.006 -0.026 0.362 0.11
H 3.390657 -1.988250 3.523566 -0.423 -0.060 0.178 -0.55
C 5.367861 0.000491 -3.346839 0.181 -0.106 0.703 0.91
C 4.952405 1.362740 -2.794890 0.092 -0.342 1.465 -0.27
O 4.429779 1.112256 -1.459007 0.552 0.064 -0.190 0.36
O 6.452507 -0.694642 -2.687526 -0.380 0.831 -2.335 -0.73
H 5.731728 0.125908 -4.359079 -0.314 -0.056 -0.240 0.46
H 4.453205 -0.624022 -3.304810 0.364 0.114 -0.304 -0.80
H 4.147026 1.778814 -3.383322 -0.133 -0.092 -0.472 -0.46
H 5.780847 2.090756 -2.803106 -0.063 -0.295 0.242 0.50
H 4.264353 1.924845 -0.931309 0.016 -0.383 -0.661 -0.20
H 6.384088 -0.690885 -1.757838 -0.459 0.097 1.967 0.25
C -5.960245 0.803406 3.484292 0.971 -0.778 -1.524 -0.42
O -5.263213 -0.426636 3.643028 -0.264 -0.082 0.216 -0.46
C -5.018762 -1.076213 2.426626 1.717 -0.724 -0.995 0.70
C -4.581123 -2.513196 2.804235 -1.091 0.054 -0.370 -0.91
N -3.967578 -3.293998 1.721728 -0.027 2.094 0.022 -0.03
C -3.432880 -4.501711 2.232324 0.491 -1.557 -0.400 -0.24
C -2.549026 -5.166326 1.180032 0.323 -1.122 0.331 0.12
O -1.590413 -6.126681 1.665027 -1.263 -0.681 0.881 0.42
C -2.243080 -7.339995 2.133333 1.884 0.024 1.121 -1.17
H -5.463867 1.281902 2.622337 -0.581 0.360 0.125 -0.07
H -5.762146 1.408082 4.342146 -0.282 0.187 0.698 0.32
H -7.016971 0.590991 3.268838 0.088 0.406 0.208 0.37
H -4.076879 -0.694540 1.907139 -1.102 0.385 0.416 -0.60
H -5.869912 -0.993537 1.686901 0.647 -0.308 0.822 0.29
H -5.482116 -3.049612 3.084224 -0.120 -0.227 0.459 0.43
H -3.918623 -2.433529 3.678652 -0.107 0.073 -0.054 0.34
H -3.228767 -2.709775 1.333524 0.208 -0.127 -0.071 -0.17
H -4.299121 -5.100823 2.522610 0.198 -0.414 0.053 0.43
H -2.757860 -4.462300 3.087464 -0.069 0.651 0.600 0.05
H -1.959402 -4.436777 0.676130 0.546 0.892 -0.277 -0.90
H -3.065478 -5.704777 0.422837 -1.120 -0.165 -0.819 0.60
H -2.945797 -7.786773 1.433017 -0.113 0.279 -0.258 0.47
H -2.717387 -7.224729 3.143366 0.103 0.214 -0.892 0.24
H -1.398245 -8.069838 2.305433 -0.883 0.644 -0.338 0.26
C -5.912568 -1.673568 -6.568633 -0.904 0.874 -1.008 -0.75
O -5.624626 -2.229574 -5.358022 0.787 -0.329 0.775 -0.31
C -6.276239 -1.538273 -4.320437 0.056 0.416 -0.057 -0.65
C -5.671086 -2.056823 -3.048642 -1.058 -0.029 0.261 -0.70
N -4.279410 -1.740708 -3.067557 1.532 -0.651 0.364 0.37
C -3.544422 -2.477520 -2.038252 0.934 0.529 -0.670 -2.45
C -2.088647 -2.100688 -2.081356 -0.110 -0.128 -0.520 1.33
O -1.569041 -2.313065 -3.393133 0.491 -1.335 -0.477 0.65
C -1.205076 -3.707572 -3.705179 -0.479 0.807 1.288 -0.54
H -5.497095 -0.659862 -6.659288 0.219 -0.164 -0.247 0.24
H -6.991038 -1.569562 -6.734941 -0.275 0.074 0.198 0.33
H -5.605186 -2.345594 -7.336760 0.733 -0.252 -0.658 0.26
H -7.314338 -1.837557 -4.452964 -0.514 0.590 0.524 0.49
H -6.114185 -0.410132 -4.394739 -0.294 -1.261 -0.053 0.27
H -5.889495 -3.130552 -2.962086 0.135 -0.168 -0.160 0.37
H -6.184690 -1.612292 -2.174612 0.378 0.106 -0.278 0.28
H -3.820646 -2.093517 -3.925983 -0.879 0.651 0.257 0.08
H -3.467690 -3.543775 -2.284502 -0.974 -0.311 0.563 0.68
H -3.890909 -2.253366 -1.041296 -0.500 -0.364 0.333 0.80
H -1.579690 -2.615021 -1.276033 0.595 -0.574 -0.097 -1.24
H -1.898284 -1.075618 -1.919217 -0.194 1.265 0.326 -0.35
H -0.414116 -3.964733 -2.990230 0.138 -0.197 -0.411 0.01
H -0.846675 -3.731590 -4.743041 -0.296 -0.248 0.482 -0.36
H -2.058560 -4.398238 -3.470820 0.638 0.554 -0.703 0.20
C 0.292939 -7.679152 -0.465323 -0.069 1.523 0.331 -0.54
O 1.199960 -7.441124 -1.501308 -0.207 -0.005 -1.249 -0.56
C 1.583949 -6.076058 -1.643442 0.309 -0.986 0.462 0.21
C 2.172779 -5.897074 -3.000414 1.260 0.347 -0.598 0.18
N 1.282590 -6.155288 -4.137996 -1.333 -0.124 2.034 0.05
C 1.955922 -5.939668 -5.330157 0.206 -0.360 -2.445 -0.14
C 1.012233 -6.000763 -6.563710 1.542 -1.882 -0.439 -0.96
O 0.268602 -4.860957 -6.723001 -1.216 1.063 0.719 -0.06
C -0.682415 -4.872792 -7.761729 -0.077 1.333 -0.888 -0.74
H 0.109803 -8.725038 -0.365521 0.114 -0.811 -0.014 0.41
H -0.692564 -7.174485 -0.612289 0.670 -0.109 0.064 0.17
H 0.788955 -7.276336 0.423439 -0.598 -0.164 0.559 0.14
H 2.277735 -5.842356 -0.837962 0.754 0.016 -0.078 0.02
H 0.813455 -5.379417 -1.442062 -1.595 0.548 -0.088 0.10
H 3.057234 -6.562627 -3.056790 -0.090 0.016 -0.010 0.57
H 2.634806 -4.850267 -3.098953 -0.978 -1.238 0.167 -0.78
H 0.812923 -7.070405 -4.173974 0.548 0.541 0.773 0.32
H 2.793231 -6.644644 -5.498435 -0.156 -0.300 -0.162 0.38
H 2.474014 -5.011293 -5.252417 0.045 1.074 -0.384 -0.28
H 0.376066 -6.936296 -6.482795 0.401 0.841 0.017 0.37
H 1.661072 -6.151657 -7.479868 -0.516 0.033 0.669 0.43
H -1.060922 -3.816352 -7.894994 0.796 -0.968 -0.072 0.08
H -1.608165 -5.433412 -7.662570 0.049 -0.669 0.901 0.31
H -0.202248 -5.264347 -8.665043 -0.051 0.350 -0.231 0.37
C 1.219939 -8.948365 7.095623 -1.387 0.006 1.395 -0.87
O 2.500566 -8.542573 6.778470 0.376 0.419 -0.256 -0.34
C 2.880593 -7.467649 7.623866 -0.577 -0.790 1.779 0.11
C 4.347010 -7.251169 7.581023 1.454 -0.823 -0.245 -1.17
N 4.917564 -6.827690 6.300714 -0.521 -0.873 -0.939 -0.37
C 4.486866 -5.522787 5.879246 0.509 1.221 1.515 -0.01
C 4.861692 -5.195224 4.470614 0.001 1.248 -0.028 -0.39
O 4.292474 -6.071443 3.555559 -0.511 -1.308 -0.725 -0.49
C 4.679969 -5.922424 2.160326 -0.668 -0.728 1.513 -0.75
H 0.479658 -8.143673 6.994350 0.092 0.172 0.034 0.25
H 1.074637 -9.321884 8.150744 0.590 0.322 -0.679 0.33
H 0.872986 -9.731112 6.465952 0.128 -0.744 -0.806 0.35
H 2.566206 -7.811389 8.669336 0.482 0.895 -0.966 0.48
H 2.405584 -6.523547 7.386925 -0.828 0.096 -0.205 0.02
H 4.820924 -8.199782 7.822100 0.103 -0.262 0.003 0.39
H 4.686918 -6.594731 8.381590 -0.243 0.393 -0.094 0.41
H 4.571033 -7.448123 5.544248 0.450 0.021 0.868 0.31
H 5.088840 -4.745912 6.435817 -0.785 -0.608 -0.092 0.37
H 3.417863 -5.352984 6.132052 0.446 0.316 -0.522 -0.35
H 5.951994 -5.200039 4.375906 0.070 0.027 -0.040 0.76
H 4.481057 -4.162593 4.340433 0.323 -0.147 -0.409 -0.10
H 4.076197 -5.085411 1.811460 0.229 -0.087 -0.726 0.23
H 4.456701 -6.918475 1.679494 0.169 1.311 0.302 0.23
H 5.746489 -5.703447 2.143426 0.073 0.028 -0.331 0.44
C -10.013419 5.688690 3.707447 -0.899 0.184 -0.925 -0.63
O -9.942908 4.763757 2.616644 0.350 -0.196 -0.035 -0.37
C -8.699288 4.803164 1.887750 -0.148 -0.404 1.391 0.16
C -8.652113 3.734558 0.798956 -0.077 0.427 -0.439 -0.57
N -7.455655 3.964086 -0.039383 -1.604 0.197 0.138 -0.21
C -6.202758 3.517060 0.445483 0.692 -0.799 1.181 0.80
C -5.669156 2.294153 -0.285981 -0.054 0.656 0.367 -1.20
O -4.486873 1.906085 0.342203 1.358 -0.388 -0.727 0.69
C -3.677224 0.993461 -0.461157 -2.778 0.396 -0.884 -0.11
H -11.075994 5.690966 4.078896 1.105 -0.154 -0.353 0.24
H -9.797034 6.706161 3.319757 0.045 -0.348 0.409 0.28
H -9.334869 5.423006 4.519337 0.104 0.010 0.011 0.24
H -7.853023 4.550444 2.620928 -0.825 0.689 -0.915 -0.23
H -8.588254 5.796804 1.460558 0.344 0.156 -0.051 0.35
H -9.503807 3.720567 0.102621 0.020 0.575 0.424 0.45
H -8.734273 2.778654 1.309051 0.490 -0.569 0.052 0.22
H -7.620729 3.555120 -0.930288 -0.276 -0.106 -0.830 0.33
H -6.357867 3.213592 1.503441 0.610 0.409 -0.347 -0.30
H -5.446876 4.295446 0.338968 0.107 0.104 0.471 -0.54
H -5.491759 2.576475 -1.325618 0.017 -0.166 -0.312 0.50
H -6.398270 1.504765 -0.223738 -0.577 -0.616 -0.235 0.10
H -2.691285 1.090823 -0.102801 1.091 -0.144 0.196 -0.92
H -3.804293 1.200205 -1.580782 0.492 0.031 1.434 0.38
H -4.094166 -0.010598 -0.316828 0.392 -0.071 0.029 0.31
C 4.599295 -1.806770 -6.003439 -0.306 -0.550 -0.283 -0.34
O 5.397870 -2.532072 -5.106874 -0.433 -1.058 0.255 -0.44
C 4.710853 -3.678887 -4.633331 0.451 -0.137 -0.864 0.10
C 5.387409 -4.242439 -3.459056 0.414 -1.090 2.173 -1.42
N 5.234143 -3.498302 -2.185473 1.113 0.480 -0.656 0.52
C 6.228884 -4.139536 -1.257734 -1.421 3.311 0.741 -1.36
C 6.233540 -3.295925 0.027345 -0.787 0.861 -2.025 0.02
O 6.723714 -1.965620 -0.236647 -0.158 -0.703 1.567 -0.38
C 6.880603 -1.306470 1.038209 -0.392 0.620 -0.450 -0.76
H 4.199776 -2.426535 -6.879607 0.944 0.771 0.791 0.31
H 5.264379 -0.986341 -6.233672 -0.439 0.346 -0.889 0.35
H 3.707735 -1.442524 -5.484758 -0.095 0.273 0.025 -0.09
H 4.680003 -4.465588 -5.387980 0.198 -0.068 -0.515 0.50
H 3.681339 -3.459711 -4.458630 -0.973 0.574 0.506 -0.01
H 6.457761 -4.379164 -3.679811 -0.067 0.127 -0.269 0.68
H 5.029846 -5.270630 -3.169502 0.067 0.735 -0.891 0.48
H 5.538220 -2.486333 -2.364489 -0.185 -1.817 0.383 -0.30
H 7.196592 -4.122434 -1.717901 0.803 -0.449 -0.120 0.53
H 5.898848 -5.090018 -0.908057 -0.228 -1.137 -0.375 0.57
H 6.819378 -3.783480 0.763383 0.645 -0.346 1.043 0.75
H 5.186020 -3.164481 0.324454 0.138 -0.359 0.417 -0.26
H 5.951518 -1.202488 1.671813 0.911 -0.894 -0.754 0.14
H 7.138231 -0.297948 0.778489 0.258 0.687 -0.127 0.35
H 7.746196 -1.712070 1.568804 -0.297 -0.270 0.235 0.34
C -0.739485 2.848342 -0.646837 -0.152 2.049 1.697 -0.50
O 0.268198 2.186071 -1.329249 0.117 -1.084 -1.255 2.25
C -0.228404 1.033029 -2.081168 -0.204 0.444 0.424 1.21
C 0.927062 0.090411 -2.380143 -1.212 -1.208 -1.190 0.70
N 1.441863 -0.523328 -1.169747 0.680 0.364 -0.167 1.47
C 2.069042 -1.818641 -1.435587 -0.545 -0.570 0.169 -0.99
C 2.313762 -2.597095 -0.181876 -1.243 -0.211 0.787 0.61
O 1.042678 -3.140197 0.379927 1.041 0.606 -0.445 0.18
C 1.346186 -4.005443 1.490044 -0.962 -0.096 -1.374 0.86
H -0.476467 3.911442 -0.540174 0.225 -0.001 -0.727 -0.23
H -0.739249 2.635006 0.445925 -0.451 -0.873 -0.649 -0.93
H -1.734951 2.855068 -1.106754 0.276 -0.444 0.006 0.60
H -0.829778 1.372518 -2.955788 0.728 -0.068 0.338 -0.51
H -0.942110 0.541094 -1.411468 0.234 -0.236 -0.029 -0.84
H 1.688168 0.520167 -3.030438 0.341 0.583 0.154 -0.53
H 0.582263 -0.761558 -3.021516 -0.368 0.764 0.446 -0.16
H 2.217065 0.078721 -0.957363 0.604 0.397 0.831 0.07
H 3.018072 -1.787701 -1.980367 0.010 0.253 -0.082 -0.49
H 1.371089 -2.410766 -2.007824 -0.326 -0.220 -0.574 -0.40
H 2.787185 -1.927946 0.538572 0.053 -0.313 0.409 -0.64
H 2.924437 -3.466689 -0.384207 0.470 -0.104 -0.129 0.09
H 0.392356 -4.278833 1.958009 0.391 0.298 0.231 -0.48
H 2.065966 -3.517673 2.097777 0.339 0.382 1.122 -0.22
H 1.780393 -4.924336 1.109445 0.177 -0.358 -0.088 -0.23
C -2.655849 5.936420 -0.364251 -1.298 -0.597 0.842 1.93
O -2.605016 6.383439 0.978090 -0.291 0.390 -0.185 -0.22
C -1.595577 7.298505 1.265515 1.079 0.484 -0.448 -1.32
C -0.310104 6.548937 1.615051 -0.061 -0.214 1.021 1.46
N 0.873747 7.418579 1.543077 -0.378 0.354 0.274 0.17
C 0.917767 8.594014 2.448264 0.090 -0.316 -0.661 -1.12
C 0.727001 8.391414 3.923490 -0.143 0.814 0.315 -0.49
O 1.652306 7.506912 4.542028 -0.467 0.472 0.585 -0.26
C 1.203873 7.369806 5.911968 -0.182 -1.441 -1.063 -0.68
H -3.358026 5.058002 -0.180559 0.853 0.856 -1.339 -1.16
H -1.660971 5.620232 -0.686095 -0.203 -0.067 -0.321 -1.08
H -3.065307 6.733076 -1.038288 0.318 -0.821 0.371 0.30
H -1.990582 7.839666 2.120999 0.310 0.356 0.168 0.26
H -1.302509 8.031993 0.461468 -0.831 -0.590 0.245 0.40
H -0.163478 5.662974 0.938881 -0.109 0.875 0.480 -1.36
H -0.486443 6.149232 2.643105 0.289 -0.116 -0.501 0.25
H 1.676541 6.856576 1.765105 0.398 -0.219 0.009 0.13
H 0.142103 9.357352 2.158737 0.863 -0.655 -0.003 0.34
H 1.932041 9.015187 2.370075 -0.368 0.129 -0.495 0.51
H -0.288364 8.053274 4.130736 -0.237 -0.075 0.148 0.39
H 0.835995 9.443987 4.315908 -0.148 -0.910 0.200 0.42
H 0.197602 6.881489 5.851732 0.640 0.400 0.469 0.23
H 1.150878 8.326810 6.395893 -0.128 0.569 0.252 0.39
H 1.892758 6.722486 6.471826 -0.110 0.165 -0.377 0.20
C 3.049854 7.465032 -1.305818 0.395 1.316 -1.631 -0.41
O 2.015625 7.342447 -2.291485 1.180 0.826 1.408 -0.53
C 1.083151 6.364719 -1.978303 -0.266 -0.376 -3.506 1.48
C -0.004814 6.602415 -3.092213 -1.160 -0.468 2.056 -1.07
N -0.659288 7.927133 -2.961238 0.061 0.193 -0.630 -0.28
C -1.407788 8.334653 -4.204944 0.903 -1.979 1.812 -0.82
C -2.799874 7.833228 -4.174036 -1.734 -0.194 1.467 -0.73
O -2.903922 6.429996 -3.910207 -1.194 0.059 -0.757 0.19
C -4.227924 5.967306 -4.325849 0.627 0.152 1.436 -0.84
H 2.715352 8.077968 -0.450098 0.131 -0.478 -0.202 0.13
H 3.804081 8.020893 -1.914486 -0.106 -0.298 1.032 0.35
H 3.485904 6.504501 -1.011285 -0.272 -0.050 0.056 -0.01
H 0.659156 6.426342 -0.997135 -0.250 0.249 0.719 -0.56
H 1.625219 5.401569 -2.152851 -0.903 0.089 0.392 -0.16
H -0.758284 5.833846 -2.868535 -0.047 0.124 -0.570 0.05
H 0.304181 6.531389 -4.121972 0.869 -0.676 -0.308 0.84
H 0.090070 8.605205 -2.897688 0.187 -0.046 0.284 0.30
H -0.937031 7.918853 -5.094743 0.375 0.268 -0.307 0.28
H -1.432975 9.392474 -4.174118 0.015 1.119 -0.461 0.47
H -3.270508 8.024193 -5.117194 -0.330 0.301 -0.849 0.55
H -3.423933 8.366887 -3.397631 0.649 -0.295 -0.530 0.33
H -4.236315 4.888753 -4.127699 0.034 0.222 -0.259 0.06
H -4.383753 6.184155 -5.385595 -0.103 -0.050 0.071 0.37
H -5.058848 6.408515 -3.690668 0.952 -0.148 -0.726 0.30
C -5.180929 4.246072 4.632830 -0.941 0.264 1.283 -0.50
O -3.890705 3.776562 4.801423 -0.490 -0.866 -0.526 -0.50
C -3.269233 3.705027 3.525959 2.855 0.322 1.991 0.08
C -1.855728 3.168008 3.926332 -0.792 -0.970 -1.232 -0.02
N -1.032298 3.992572 4.760228 0.500 0.400 -0.695 0.05
C 0.358843 3.490221 4.922974 -1.395 1.961 1.772 -1.52
C 1.270318 3.776290 3.764308 0.791 0.424 1.058 1.36
O 2.592614 3.387192 4.207460 -0.924 -0.151 -1.031 0.46
C 3.329448 4.279764 4.998102 0.025 0.482 -0.736 -0.96
H -5.560523 4.535278 5.625102 0.124 0.292 -0.345 0.38
H -5.874554 3.481641 4.296940 -0.098 -0.256 -0.468 -0.06
H -5.173616 5.072773 3.931544 -0.343 0.435 -0.084 0.30
H -3.271851 4.745089 3.190749 0.407 -0.130 -0.712 0.53
H -3.631717 3.022374 2.762362 -0.848 -0.181 0.180 0.02
H -1.364381 2.970323 2.968310 0.334 0.065 0.138 -0.50
H -2.029967 2.154523 4.397214 -0.015 0.650 -0.437 0.22
H -1.551542 4.247215 5.589990 0.528 -0.210 0.238 0.41
H 0.409178 2.449856 5.189791 -0.072 -0.840 0.006 -0.06
H 0.775158 4.042616 5.799498 -0.289 -0.361 -0.479 0.67
H 1.270699 4.878185 3.538167 -0.172 -1.063 -0.320 -0.34
H 1.040553 3.063812 2.982317 0.048 0.462 -0.767 -0.54
H 4.316135 3.884089 4.861637 0.844 0.046 0.531 0.21
H 3.043878 4.276724 6.053062 -0.035 0.107 -0.051 0.30
H 3.329842 5.300371 4.555761 -0.260 -0.361 0.430 0.21